No. 1
The following is a DFT calculation (the ωB97M-V functional and the def2-TZVPD basis) of a structure of composition C27H29Cl3MnN3OSSi2.

CARTESIAN COORDINATES (ANGSTROEM)
Mn 2.9522 -0.9908 -1.0239
C -0.3943 -0.7416 -2.0955
Si 1.2004 0.2127 -2.3891
C 1.5137 0.3245 -4.2313
C 1.2085 1.7683 -1.3170
C 0.0264 2.2851 -0.7924
C 0.0543 3.2976 0.1650
C 1.2757 3.8091 0.5816
C 2.4618 3.3060 0.0474
C 2.4543 2.2793 -0.8887
Si 3.9934 1.3016 -1.4625
C 4.5527 2.1332 -3.0715
C 5.3932 1.7454 -0.2578
H -1.2599 -0.2233 -2.5200
H -0.5738 -0.8759 -1.0273
H -0.3199 -1.7234 -2.5635
H 0.8833 1.0901 -4.6901
H 1.2657 -0.6383 -4.6806
H 2.5525 0.5443 -4.4572
H -0.9354 1.8965 -1.1116
H -0.8744 3.6706 0.5823
H 1.3116 4.5920 1.3295
H 3.4049 3.7166 0.3931
H 4.6128 3.2036 -2.8567
H 3.8813 2.0042 -3.9158
H 5.5476 1.8012 -3.3750
H 5.5878 2.8211 -0.2883
H 6.3245 1.2427 -0.5256
H 5.1564 1.4746 0.7736
N 1.9898 -3.7019 -2.5843
C 2.3309 -2.7420 -2.0341
Cl -5.5151 -2.9483 -1.8009
C -4.4417 -2.6787 -0.4704
C -3.0995 -2.9885 -0.5950
C -2.2578 -2.7471 0.4790
C -2.7131 -2.1973 1.6708
C -1.8108 -1.8903 2.8433
C -0.4791 -2.6804 2.9153
N 0.6611 -1.9830 2.3412
C 1.3107 -0.9151 2.9143
C 2.2392 -0.5047 2.0154
N 2.1750 -1.3104 0.9004
C 1.2183 -2.1905 1.1339
O -1.5641 -0.4997 3.0217
C -1.3235 0.2875 1.8507
C -2.5758 0.9175 1.3061
C -3.2961 1.8563 1.9807
Cl -2.9377 2.4910 3.5308
S -4.6720 2.3989 1.1118
C -4.2745 1.3845 -0.2110
C -3.1565 0.6535 0.0311
C -4.0776 -1.9081 1.7575
Cl -4.7453 -1.1943 3.1894
C -4.9426 -2.1444 0.7050
H -2.7165 -3.4049 -1.5158
H -1.2123 -2.9973 0.3646
H -2.3622 -2.1785 3.7422
H -0.5669 -3.6561 2.4414
H -0.2460 -2.8395 3.9674
H 1.0264 -0.5399 3.8800
H 2.9282 0.3201 2.0732
H 0.9478 -2.9852 0.4554
H -0.8314 -0.2919 1.0652
H -0.6297 1.0735 2.1552
H -4.8969 1.3705 -1.0903
H -2.7499 -0.0632 -0.6689
H -5.9906 -1.8991 0.7969

Its HOMO energy (alpha / beta) is -7.78 / -7.36 eV. The LUMO energy (alpha / beta) is -0.021 / 0.005 hartree. The energy above the lowest of the compared OMol25 structures with the same formula, charge and spin comes out at 0.0 kcal per mole. Its spin multiplicity is 5. As for the expectation value of S²: 6.39.

=====

No. 2
The following is a DFT calculation (the ωB97M-V functional and the def2-TZVPD basis) of a structure of composition C27H29ClIrOP.

CARTESIAN COORDINATES (ANGSTROEM)
C -1.0645 -1.4579 1.0999
C -1.0078 -1.9381 -0.2463
C 0.3894 -2.1882 -0.5874
H -1.8610 -2.1310 -0.8575
C 1.1870 -1.8196 0.5934
C 0.2737 -1.5822 1.6777
H 0.6263 -1.9303 2.6336
H -1.9642 -1.2390 1.6595
H 0.7938 -2.5785 -1.5019
H 2.2598 -1.7458 0.7864
Ir 0.2010 -0.1286 -0.2673
Cl 1.6155 1.4830 -0.5799
P 0.1171 0.3420 -3.7646
C 1.2086 -0.7118 -4.8080
C 0.7859 -1.4257 -5.9386
H -0.2517 -1.3843 -6.2586
C 1.6930 -2.2001 -6.6644
H 1.3493 -2.7513 -7.5399
C 3.0303 -2.2676 -6.2708
H 3.7362 -2.8712 -6.8410
C 3.4617 -1.5597 -5.1443
H 4.5082 -1.6071 -4.8416
C 2.5579 -0.7971 -4.4092
H 2.8812 -0.2542 -3.5228
C -1.5258 -0.0824 -4.4734
C -2.1657 -1.2163 -3.9322
H -1.6709 -1.7835 -3.1456
C -3.4103 -1.6155 -4.4086
H -3.8897 -2.5033 -3.9940
C -4.0435 -0.8839 -5.4180
H -5.0194 -1.1966 -5.7885
C -3.4234 0.2467 -5.9521
H -3.9126 0.8230 -6.7376
C -2.1712 0.6465 -5.4822
H -1.7037 1.5308 -5.9072
C 0.4011 1.9854 -4.5497
C 1.1072 2.1907 -5.7440
H 1.5348 1.3488 -6.2821
C 1.2711 3.4803 -6.2545
H 1.8218 3.6244 -7.1843
C 0.7339 4.5776 -5.5795
H 0.8620 5.5825 -5.9818
C 0.0323 4.3842 -4.3858
H -0.3928 5.2389 -3.8586
C -0.1235 3.1013 -3.8678
H -0.6477 2.9465 -2.9277
C -1.0505 1.4989 3.8803
C -0.0574 0.3403 3.7524
C 1.3426 0.6008 4.2886
C -0.6926 -0.9105 4.3582
O 0.2135 0.2112 2.3857
H -1.2823 1.7401 4.9252
H -1.9558 1.1630 3.3844
H -0.7159 2.4015 3.3641
H 1.3249 0.7998 5.3651
H 1.9119 -0.2912 4.0439
H 1.7692 1.4405 3.7351
H -1.6812 -1.0834 3.9229
H -0.0886 -1.8146 4.2555
H -0.8021 -0.7385 5.4326

Its HOMO energy (alpha / beta) is -6.36 / -8.24 eV. The LUMO energy (alpha / beta) is 0.023 / -0.071 hartree. Its spin multiplicity is 5. As for the expectation value of S²: 6.03.

=====

No. 3
The following is a DFT calculation (the ωB97M-V functional and the def2-TZVPD basis) of a structure of composition C27H29F4ISi.

CARTESIAN COORDINATES (ANGSTROEM)
C 2.3635 0.6933 1.9636
C 1.4861 -0.4617 1.4490
C 0.1073 -0.0091 0.8915
Si -1.1864 0.4149 2.2222
I -0.6803 -1.7274 -0.2358
H 1.8754 1.2731 2.7572
H 3.2781 0.2419 2.3732
H 2.6783 1.3978 1.1861
H 1.2991 -1.1786 2.2625
H 1.9772 -1.0522 0.6649
H 0.1784 0.8034 0.1602
H -1.0738 -0.4014 3.4419
H -1.2126 1.8423 2.5818
H -2.5162 0.1130 1.6482
F 0.3904 3.7865 1.6387
C 0.0508 4.6092 2.6517
C 0.9705 5.5369 3.1045
C 0.6186 6.3868 4.1445
C -0.6416 6.2932 4.7241
C -1.5534 5.3529 4.2604
C -1.2082 4.5075 3.2146
H 1.9496 5.5893 2.6456
H 1.3270 7.1203 4.5040
H -0.9113 6.9538 5.5380
H -2.5327 5.2764 4.7140
H -1.9074 3.7770 2.8358
F -2.2138 -4.1152 -2.2284
C -2.6346 -3.6068 -3.4024
C -1.9304 -2.5670 -3.9812
C -2.3648 -2.0490 -5.1940
C -3.4989 -2.5680 -5.8070
C -4.1974 -3.6097 -5.2102
C -3.7614 -4.1382 -4.0019
H -1.0539 -2.1710 -3.4849
H -1.8185 -1.2407 -5.6611
H -3.8363 -2.1608 -6.7509
H -5.0823 -4.0122 -5.6861
H -4.2874 -4.9558 -3.5259
F -2.0415 -3.9046 -8.4479
C -1.5535 -5.1416 -8.2426
C -2.0238 -5.8868 -7.1764
C -1.5216 -7.1648 -6.9714
C -0.5517 -7.6774 -7.8251
C -0.0868 -6.9139 -8.8886
C -0.5931 -5.6391 -9.1040
H -2.7726 -5.4678 -6.5178
H -1.8861 -7.7606 -6.1451
H -0.1588 -8.6725 -7.6605
H 0.6708 -7.3111 -9.5510
H -0.2491 -5.0328 -9.9319
F 2.7661 6.3855 6.6334
C 3.2298 5.1361 6.8179
C 2.7577 4.3906 7.8822
C 3.2332 3.0994 8.0667
C 4.1786 2.5744 7.1935
C 4.6458 3.3385 6.1315
C 4.1660 4.6268 5.9372
H 2.0267 4.8197 8.5551
H 2.8666 2.5029 8.8914
H 4.5505 1.5688 7.3418
H 5.3844 2.9313 5.4538
H 4.5116 5.2343 5.1108

Its HOMO energy is -9.16 eV. The LUMO energy is 0.022 hartree.

=====

No. 4
The following is a DFT calculation (the ωB97M-V functional and the def2-TZVPD basis) of a structure of composition C27H29F6NO4PS2Yb.

CARTESIAN COORDINATES (ANGSTROEM)
Yb -1.5599 -0.2562 -0.2125
C 2.0117 1.2092 -3.4838
C 3.1494 1.1167 -2.4552
C 4.4291 0.9860 -2.9687
C 5.5301 0.7667 -2.1548
C 5.4105 0.7516 -0.7719
C 4.1393 1.0136 -0.2298
C 2.9969 1.1072 -1.0252
P 1.3530 1.2432 -0.3422
C 1.3217 0.0478 1.0428
C 1.3209 0.4862 2.3677
C 1.2611 -0.4237 3.4186
C 1.4378 -1.7974 3.1605
C 1.6328 -2.2434 1.8539
C 1.5418 -1.3387 0.7335
C 1.9888 -1.8845 -0.5861
C 1.4159 2.8916 0.3270
C 2.5586 3.6176 0.6003
C 2.4291 4.9465 1.0858
C 1.2023 5.5019 1.3491
C 0.0412 4.7833 1.1332
C 0.1186 3.5307 0.4504
C -1.0964 2.8905 0.0625
H 2.1771 2.0396 -4.2144
H 1.0924 1.3578 -2.9402
H 1.9426 0.3051 -4.1110
H 4.6033 0.9548 -4.0880
H 6.4752 0.5746 -2.6472
H 6.2736 0.6849 -0.1507
H 3.9506 1.2234 0.8161
H 1.3846 1.5428 2.5255
H 1.0694 -0.1095 4.4857
H 1.4412 -2.5110 3.9129
H 1.8379 -3.2820 1.6715
H 1.5346 -2.8710 -0.5919
H 3.1083 -2.0247 -0.6038
H 1.6377 -1.2535 -1.3957
H 3.4849 3.1811 0.2744
H 3.3040 5.5672 1.2810
H 1.1596 6.4681 1.8866
H -0.9150 5.2216 1.4432
H -1.0713 2.2949 -0.8580
H -2.0170 3.3928 0.3551
C -4.0574 -0.2722 2.0436
C -4.5469 0.8895 1.1329
C -6.0693 0.8996 0.8931
C -3.9766 0.7488 -0.2355
H -4.3202 -0.0249 3.1079
H -2.2327 -0.8769 2.7469
H -4.5023 -1.2579 1.7898
H -4.1971 1.8412 1.5514
H -6.3887 -0.0705 0.4992
H -6.2931 1.6436 0.1361
H -6.5855 1.1100 1.8574
H -3.8143 1.6223 -0.8525
H -4.3071 -0.0741 -0.9214
F -2.9972 -4.4160 -3.6956
C -2.1196 -3.4155 -3.4981
F -0.9935 -3.6671 -4.1217
F -2.6603 -2.2802 -4.0292
S -2.0241 -2.8468 -1.5484
O -2.6090 -0.3552 1.9741
O -1.4164 -1.5199 -1.9368
N -0.7091 -3.7217 -1.1588
S -1.0524 -5.1564 -0.5252
O -1.9785 -5.9357 -1.2936
O 0.2644 -5.6300 -0.1701
C -1.7540 -4.8110 1.1591
F -3.0645 -4.8976 1.1188
F -1.4301 -3.5317 1.5088
F -1.2724 -5.6972 2.0616

Its HOMO energy (alpha / beta) is -6.43 / -6.33 eV. The LUMO energy (alpha / beta) is 0.001 / -0.059 hartree. The energy above the lowest of the compared OMol25 structures with the same formula, charge and spin comes out at 22.7 kcal per mole. Its spin multiplicity is 2. As for the expectation value of S²: 0.79.

=====

No. 5
The following is a DFT calculation (the ωB97M-V functional and the def2-TZVPD basis) of a structure of composition C27H29GeNO4SSe2W.

CARTESIAN COORDINATES (ANGSTROEM)
W 0.3126 0.0177 0.8666
O 2.8789 4.3996 -2.2258
C 2.1259 3.4843 -3.0097
C 1.5206 2.4121 -2.0914
C 0.6593 1.4829 -2.9540
O 1.3985 0.8312 -3.9776
C 0.6707 3.1551 -1.0609
Se -0.6113 2.1703 0.0482
C 2.6909 1.6760 -1.4409
Se 2.3569 0.0055 -0.4632
H 3.3203 5.0217 -2.8101
H 2.7706 3.0017 -3.7520
H 1.3115 4.0026 -3.5331
H -0.1828 2.0491 -3.3701
H 0.2416 0.6899 -2.3366
H 1.5142 1.4298 -4.7201
H 0.0364 3.8821 -1.5724
H 1.3172 3.7110 -0.3854
H 3.2146 2.3467 -0.7612
H 3.3956 1.3653 -2.2112
O -1.9579 -2.6954 -1.1975
C -1.4543 -2.3602 -0.1641
O -0.5288 -1.3752 -0.1520
C -1.7946 -2.9550 1.1838
C -0.6163 -3.3612 2.0666
Ge 1.0352 -2.2636 2.1490
C 1.8273 -2.5423 3.9192
C 2.2433 -1.5924 4.8456
C 2.8037 -1.9796 6.0567
C 2.9588 -3.3231 6.3598
C 2.5579 -4.2840 5.4415
C 2.0010 -3.8941 4.2337
C 2.3388 -2.9863 0.8880
C 3.7003 -2.8752 1.1717
C 4.6472 -3.3552 0.2811
C 4.2428 -3.9449 -0.9092
C 2.8915 -4.0588 -1.2044
C 1.9450 -3.5765 -0.3130
C 1.2422 0.7534 2.6744
C 2.3626 1.5908 2.4848
C 2.5655 2.7240 3.2612
C 1.6970 3.0269 4.2958
C 0.6603 2.1529 4.5905
C 0.4465 1.0384 3.8015
H -2.4380 -3.8117 0.9877
H -2.4005 -2.2086 1.6970
H -0.2320 -4.3362 1.7502
H -0.9538 -3.4713 3.0978
H 2.1486 -0.5376 4.6277
H 3.1215 -1.2231 6.7630
H 3.3951 -3.6222 7.3041
H 2.6825 -5.3363 5.6625
H 1.7090 -4.6623 3.5241
H 4.0234 -2.4136 2.0986
H 5.7009 -3.2660 0.5126
H 4.9819 -4.3135 -1.6090
H 2.5733 -4.5130 -2.1338
H 0.8960 -3.6556 -0.5734
H 3.0934 1.3489 1.7283
H 3.4164 3.3616 3.0572
H 1.8434 3.9195 4.8906
H 0.0021 2.3480 5.4274
H -0.3712 0.3810 4.0566
S -3.7993 0.5390 3.3191
C -2.4504 0.2631 2.5321
N -1.4339 0.0287 1.9720

Its HOMO energy (alpha / beta) is -7.85 / -8.59 eV. The LUMO energy (alpha / beta) is -0.053 / -0.098 hartree. The energy above the lowest of the compared OMol25 structures with the same formula, charge and spin comes out at 5.0 kcal per mole. Its spin multiplicity is 3. As for the expectation value of S²: 2.03.

=====

No. 6
The following is a DFT calculation (the ωB97M-V functional and the def2-TZVPD basis) of a cluster of 2 separate species, C27H29N2O in total.

CARTESIAN COORDINATES (ANGSTROEM)
C -2.8411 -2.2737 -0.4035
C -1.9011 -2.2721 -1.6077
C -2.5579 -2.3357 -2.9780
N -0.6533 -2.2140 -1.3725
C 0.2845 -2.2434 -2.5321
C 1.7106 -2.2548 -2.0635
C 2.3504 -3.4721 -1.8330
C 3.6788 -3.4805 -1.4089
C 4.3547 -2.2695 -1.2173
C 3.6941 -1.0531 -1.4213
C 2.3671 -1.0448 -1.8428
H -3.8838 -2.3171 -0.7257
H -2.6148 -3.1321 0.2457
H -2.6748 -1.3711 0.2013
H -3.6444 -2.3226 -2.8729
H -2.2583 -1.4789 -3.5995
H -2.2750 -3.2479 -3.5247
H 0.1338 -3.1297 -3.1797
H 0.1459 -1.3505 -3.1707
H 1.7849 -4.3943 -1.9808
H 4.1836 -4.4319 -1.2371
H 5.3999 -2.2720 -0.9079
H 4.2077 -0.1068 -1.2517
H 1.8147 -0.1148 -1.9868
C -4.9699 4.6239 -0.8948
O -5.0938 3.8860 0.3448
C -4.1060 2.9984 0.6331
C -2.9727 2.8174 -0.2006
C -1.9736 1.9508 0.1943
C -2.0550 1.2307 1.4115
C -0.9690 0.4134 1.8543
C 0.3670 0.7135 1.5922
C 1.5023 -0.1495 1.8993
C 1.5933 -1.4539 2.3551
C 2.8655 -1.9729 2.6465
C 4.0228 -1.1865 2.4976
C 3.9392 0.1355 2.0299
C 2.6734 0.6160 1.7205
N 2.2824 1.8911 1.2807
C 3.1458 3.0425 1.0901
C 0.9321 1.9391 1.1540
C -3.2402 1.3705 2.1920
C -4.2366 2.2451 1.8299
H -5.8501 5.2653 -0.8952
H -4.0494 5.2286 -0.9153
H -4.9799 3.9484 -1.7649
H -2.8787 3.3819 -1.1325
H -1.0957 1.8419 -0.4411
H -1.1686 -0.3979 2.5526
H 0.6710 -2.0212 2.4691
H 2.9609 -2.9997 3.0047
H 4.9943 -1.6139 2.7510
H 4.8072 0.7808 1.8998
H 4.1748 2.7495 1.3050
H 3.0736 3.4158 0.0598
H 2.8473 3.8644 1.7580
H 0.4367 2.8525 0.8468
H -3.3237 0.7895 3.1102
H -5.1329 2.3864 2.4329

Its HOMO energy is -11.08 eV. The LUMO energy is -0.173 hartree. The energy above the lowest of the compared OMol25 structures with the same formula, charge and spin comes out at 0.0 kcal per mole. The total charge is +1.